(1)
{"formula": "C3H8N4", "method": "ωB97M-V/def2-TZVPD", "homo_energy_ev": -9.02, "orbital_gap_ev": 10.134, "total_charge": 0, "smiles": "C[C@@H]1CN=NN1N", "symbols": ["C", "C", "C", "N", "N", "N", "N", "H", "H", "H", "H", "H", "H", "H", "H"], "xyz": [[1.3327, 0.2701, -1.0010], [0.0770, -0.1875, -0.3563], [-0.9885, 0.7286, -0.8001], [-1.8233, 0.9077, 0.3714], [-1.3530, 0.5048, 1.4034], [0.0455, -0.0693, 1.1146], [0.1685, -1.2893, 1.6719], [1.5353, 1.2914, -0.9141], [1.2983, -0.0213, -2.0577], [2.2682, -0.1409, -0.6825], [-0.2679, -1.1695, -0.5917], [-0.4685, 1.6132, -0.9134], [-1.6159, 0.5855, -1.5933], [-0.7327, -1.7804, 1.7621], [0.5244, -1.2431, 2.5868]], "atomic_forces_ev_per_a": [[1.164, -1.998, -1.225], [-0.159, -0.350, 0.512], [0.084, 0.542, 2.708], [-1.712, 0.674, 0.128], [1.851, -0.711, -0.058], [-1.296, 1.974, -0.896], [-0.632, -2.317, 0.411], [-0.336, 1.845, 0.079], [-0.098, 0.395, -0.045], [0.331, -0.948, 0.717], [0.530, -1.202, -0.350], [0.418, 2.545, -0.589], [-1.202, -0.929, -2.275], [0.328, 0.168, -0.356], [0.728, 0.311, 1.241]], "lowdin_charge": [-0.056, -0.380, -0.167, 0.000, 0.068, -0.178, 0.013, 0.063, 0.097, 0.072, 0.129, 0.091, 0.096, 0.092, 0.060]}

(2)
{"formula": "C3H8N4O", "method": "ωB97M-V/def2-TZVPD", "homo_energy_ev": -6.03, "orbital_gap_ev": 6.953, "total_charge": 0, "symbols": ["C", "C", "C", "N", "N", "N", "N", "O", "H", "H", "H", "H", "H", "H", "H", "H"], "xyz": [[0.3178, -0.7665, 0.9717], [-0.6784, -0.0381, -0.2628], [0.4772, 0.6871, -0.5558], [0.5586, -2.0774, 0.6845], [-1.3473, -0.8919, -1.0524], [-0.9185, 1.6469, -0.3070], [1.5934, 1.3634, -0.0329], [0.4091, -0.3152, 2.1055], [0.5191, -2.3809, -0.2781], [1.0554, -2.6170, 1.3789], [-1.7889, -0.4303, -1.8416], [-1.8292, -1.6454, -0.5734], [1.6717, 1.4464, 0.9821], [-0.7558, 2.0710, 0.6039], [-1.3970, 2.0802, -1.0841], [2.1130, 1.8677, -0.7386]], "atomic_forces_ev_per_a": [[-6.025, -0.612, 2.174], [5.321, 0.011, 5.107], [1.945, 4.630, -5.485], [0.526, 0.475, -0.828], [-0.987, -0.457, -1.073], [0.158, -2.594, 1.366], [-1.946, -2.459, 0.140], [1.063, 0.443, -1.424], [0.135, -0.034, 0.209], [0.239, 0.132, -0.189], [-0.002, -0.686, -0.151], [-0.413, 0.572, -0.268], [0.571, 0.501, -0.324], [-0.750, 0.247, -0.510], [0.032, -0.002, 0.376], [0.134, -0.168, 0.881]], "lowdin_charge": [-0.452, -0.405, -0.313, 0.161, 0.099, 0.125, 0.017, 0.026, 0.098, 0.112, 0.100, 0.103, 0.068, 0.101, 0.089, 0.071]}

(3)
{"formula": "C3H8N4O", "method": "ωB97M-V/def2-TZVPD", "homo_energy_ev": [-8.62, -7.72], "orbital_gap_ev": [8.425, 7.606], "total_charge": 0, "symbols": ["C", "C", "C", "N", "N", "N", "N", "O", "H", "H", "H", "H", "H", "H", "H", "H"], "xyz": [[0.2483, 0.6146, 0.5788], [1.1625, -0.4082, 0.0595], [-1.2490, 0.4094, 0.0633], [2.2825, 1.4176, 0.1296], [0.9632, 1.7844, 0.1676], [2.3840, 0.1796, -0.0134], [1.1016, -1.7377, 0.3685], [3.4189, -0.4213, -0.1204], [0.2501, 0.5527, 1.6661], [0.5144, 0.5324, -1.7604], [-1.7787, 0.6625, 1.0024], [-1.4949, -0.6137, -0.3066], [-1.3514, 1.2434, -0.5794], [0.7893, 2.7029, 0.6450], [0.2266, -2.1293, 0.8073], [1.9908, -2.2229, 0.2967]], "atomic_forces_ev_per_a": [[-2.076, -1.547, -0.441], [-2.296, -1.513, -0.585], [1.527, 0.393, 2.814], [0.766, 3.831, 0.282], [0.139, 0.731, -0.168], [-1.850, 0.848, 0.338], [-1.175, 0.455, 0.138], [3.249, -2.093, -0.485], [0.038, -0.060, 0.526], [0.577, -0.808, 0.920], [-0.650, -0.467, -0.713], [0.359, 1.100, 0.088], [-0.665, 0.256, -1.301], [0.558, -1.530, -0.623], [1.923, 0.578, -0.922], [-0.425, -0.173, 0.133]], "lowdin_charge": [-0.402, -0.347, -0.054, 0.104, -0.017, -0.361, 0.167, -0.010, 0.146, 0.165, 0.070, 0.086, 0.038, 0.166, 0.142, 0.106]}

(4)
{"formula": "C3H8N4O", "method": "ωB97M-V/def2-TZVPD", "homo_energy_ev": -8.52, "orbital_gap_ev": 8.550, "total_charge": 0, "symbols": ["C", "C", "C", "H", "H", "H", "H", "H", "H", "H", "H", "N", "N", "N", "N", "O"], "xyz": [[-2.6176, 0.2913, 0.0013], [-1.6282, -0.7693, -0.5365], [1.3629, 0.7520, -0.0359], [-3.3301, 1.1057, -0.6207], [-2.0289, 1.0236, 0.8602], [-3.5753, -0.2110, 0.7058], [-2.1694, -1.5651, -1.0122], [-0.2084, 1.3524, 0.8921], [3.0979, 0.6259, -0.8652], [3.6895, -1.3793, 1.2661], [1.0896, -1.5279, 0.3545], [-0.3552, -0.6853, -0.4818], [0.1838, 0.3102, 0.3479], [2.3941, 0.0099, -0.4744], [2.6979, -1.3029, -0.0077], [1.3975, 1.9698, -0.3934]], "atomic_forces_ev_per_a": [[-2.335, 2.430, 4.192], [-1.782, 2.298, 0.090], [2.308, 4.735, -4.640], [2.597, -2.548, 0.804], [-2.036, -2.141, -2.574], [3.062, 0.988, -2.038], [0.737, -0.602, -0.568], [0.333, -4.156, -2.718], [0.330, -0.489, 0.072], [-2.975, 0.727, -2.939], [4.525, 0.137, -0.673], [-1.056, 0.237, 1.655], [-2.629, 1.459, 3.481], [0.610, -1.713, 1.772], [-2.177, -0.268, 2.360], [0.487, -1.095, 1.723]], "lowdin_charge": [-0.125, -0.199, -0.642, 0.119, 0.088, 0.125, 0.096, 0.258, 0.139, 0.144, 0.264, 0.021, -0.049, -0.125, -0.093, -0.018]}

(5)
{"formula": "C3H8N4O", "method": "ωB97M-V/def2-TZVPD", "homo_energy_ev": -8.34, "orbital_gap_ev": 9.135, "total_charge": 0, "symbols": ["C", "N", "C", "N", "C", "O", "N", "N", "H", "H", "H", "H", "H", "H", "H", "H"], "xyz": [[-1.9039, 1.1375, -0.4945], [-0.0844, -0.6084, 1.3408], [0.7448, -0.8864, 0.3378], [1.2074, -2.1211, -0.0091], [-0.0836, 1.1957, 0.9934], [1.4272, 0.1167, -1.6256], [1.1112, 0.2470, -0.2384], [-1.0882, 1.7504, 0.5298], [2.0968, 0.7967, -1.7660], [0.0372, -1.1181, 2.2110], [1.6904, -2.1598, -0.8948], [0.6078, -2.9049, 0.1905], [0.5929, 1.6333, 1.7132], [-2.6747, 1.8391, -0.8122], [-1.2985, 0.8533, -1.3627], [-2.3823, 0.2292, -0.1132]], "atomic_forces_ev_per_a": [[-0.128, -0.176, 0.270], [-0.118, 0.858, -0.389], [0.639, 0.373, -0.327], [-0.194, 0.071, -0.051], [-0.806, -0.783, 0.570], [0.091, -0.047, 0.303], [-0.130, -0.456, -0.172], [0.490, 0.038, -0.218], [-0.038, -0.091, 0.041], [0.021, 0.182, 0.007], [-0.030, 0.030, 0.052], [0.009, 0.058, -0.033], [0.127, -0.085, -0.097], [0.042, -0.065, 0.005], [0.057, 0.069, 0.073], [-0.032, 0.023, -0.035]], "lowdin_charge": [-0.134, 0.108, -0.555, 0.163, -0.136, -0.056, -0.031, -0.045, 0.091, 0.094, 0.093, 0.100, 0.103, 0.064, 0.071, 0.071]}

(6)
{"formula": "C3H8N4O", "method": "ωB97M-V/def2-TZVPD", "homo_energy_ev": -19.54, "orbital_gap_ev": 11.384, "total_charge": 2, "smiles": "O=C(N1C[NH2+]1)N1C[NH2+]1", "symbols": ["O", "C", "N", "C", "N", "N", "C", "N", "H", "H", "H", "H", "H", "H", "H", "H"], "xyz": [[0.3025, 1.8202, -0.5320], [0.0202, 0.7496, -0.0402], [-1.1953, 0.4471, 0.3965], [-2.1457, -0.5774, 0.6248], [-2.4938, 0.5950, -0.0802], [1.1540, -0.1433, 0.4008], [2.2563, -0.2325, -0.4647], [2.3094, 0.5549, 0.7601], [-2.0256, -1.5892, 0.1062], [-2.5605, -0.6123, 1.6744], [-2.6071, 0.5727, -1.2092], [-3.1502, 1.2159, 0.4488], [3.0272, -1.1366, -0.5312], [2.3071, 0.3523, -1.4461], [2.7581, 0.0898, 1.6951], [2.4276, 1.6113, 0.7654]], "atomic_forces_ev_per_a": [[-0.633, -1.449, 0.045], [3.527, 3.280, -1.031], [-1.180, -1.548, 2.085], [0.847, -3.861, 1.812], [-1.573, 1.948, -4.432], [-3.589, -1.200, 0.157], [3.504, -0.911, -2.727], [2.858, 0.636, 3.637], [-0.455, 1.677, 0.459], [0.493, -0.102, -1.252], [-0.007, 0.139, 3.118], [0.741, 0.149, -0.743], [-2.332, 1.537, 0.567], [-0.408, -0.420, 1.651], [-1.088, 1.380, -2.828], [-0.707, -1.254, -0.517]], "lowdin_charge": [0.174, -0.371, 0.058, 0.020, 0.195, 0.034, -0.032, 0.114, 0.194, 0.183, 0.303, 0.235, 0.202, 0.179, 0.281, 0.231]}

(7)
{"formula": "C3H8N4O", "method": "ωB97M-V/def2-TZVPD", "homo_energy_ev": -19.64, "orbital_gap_ev": 10.182, "total_charge": 2, "smiles": "N[C@@H]1[NH+]=C[NH+]=CN1O", "symbols": ["N", "C", "N", "C", "N", "C", "N", "O", "H", "H", "H", "H", "H", "H", "H", "H"], "xyz": [[-0.6796, 1.7593, -0.6767], [-0.3878, 1.0359, 0.4002], [1.0229, 0.8267, 0.6467], [1.7454, -0.1795, 0.2359], [1.2158, -1.2810, -0.2846], [-0.1378, -1.5262, -0.2650], [-0.9277, -0.6224, 0.1736], [-2.2299, -0.6845, 0.3403], [-0.1289, 1.7397, -1.5241], [-1.5615, 2.2535, -0.7450], [-0.9608, 1.2855, 1.2998], [1.4852, 1.6145, 1.1044], [2.8288, -0.1354, 0.3455], [1.8316, -2.0139, -0.6386], [-0.4749, -2.5126, -0.5864], [-2.6408, -1.5594, 0.1742]], "atomic_forces_ev_per_a": [[-0.070, 0.413, -0.178], [-1.028, -0.771, -0.133], [0.110, 0.017, 0.073], [0.339, -0.007, 0.074], [0.366, 0.193, -0.027], [-1.145, -0.466, 0.052], [1.816, 0.394, 0.058], [-1.001, 0.176, 0.098], [0.078, -0.038, 0.071], [0.056, -0.035, 0.149], [0.188, -0.100, -0.212], [0.097, -0.160, -0.110], [-0.157, 0.040, -0.017], [-0.086, 0.181, 0.131], [0.022, 0.151, 0.036], [0.416, 0.010, -0.065]], "lowdin_charge": [0.204, -0.189, 0.184, 0.015, 0.162, 0.025, -0.021, 0.139, 0.150, 0.156, 0.190, 0.207, 0.197, 0.205, 0.192, 0.183]}

(8)
{"formula": "C3H8N4S", "method": "ωB97M-V/def2-TZVPD", "homo_energy_ev": -8.55, "orbital_gap_ev": 9.105, "total_charge": 0, "smiles": "[H]/N=C(\\CN)NNC=S", "symbols": ["H", "N", "C", "C", "N", "N", "N", "C", "S", "H", "H", "H", "H", "H", "H", "H"], "xyz": [[0.8737, 2.6510, 0.9621], [0.5581, 2.2280, -0.0185], [-0.1487, 1.1549, 0.0538], [-0.7793, 0.4317, 1.2025], [0.2320, -0.2566, 2.0297], [-0.5301, 0.5859, -1.1907], [-0.5414, -0.8804, -1.3525], [0.4729, -1.7104, -1.5106], [2.0148, -1.4723, -1.1550], [-1.3711, 1.0501, 1.7984], [-1.4792, -0.3624, 0.7930], [0.9057, -0.9851, 1.6165], [0.7902, 0.6210, 2.5448], [-0.1046, 1.0647, -1.9619], [-1.3211, -1.3429, -2.0528], [0.4283, -2.7772, -1.7589]], "atomic_forces_ev_per_a": [[-1.432, -1.286, -2.523], [0.383, -0.336, 2.453], [0.205, 0.890, -0.777], [1.191, -3.383, -1.193], [2.112, 2.411, 2.163], [-0.042, -1.980, -0.372], [-4.423, -0.181, -2.834], [2.650, -0.840, 0.867], [1.874, 1.014, 0.473], [-0.669, 1.223, 1.079], [0.791, 0.987, 0.398], [-1.481, 2.116, 0.284], [-1.342, -3.602, -1.808], [0.537, -0.062, -0.445], [1.580, 2.561, 2.653], [-1.934, 0.468, -0.418]], "lowdin_charge": [0.103, 0.108, -0.461, -0.257, -0.042, 0.040, -0.091, -0.811, 0.629, 0.088, 0.118, 0.068, 0.139, 0.114, 0.211, 0.045]}